1.
C15H26O8 | wB97M-V/def2-TZVPD

Values from the calculation:
SMILES: O=C1C=CC(=O)C(COO)=C1.COCCOC.COCCOC
LUMO energy: -1.620 eV
E: -32344.1041 eV
frontier orbital gap: 7.9 eV

Structure (XYZ):
```
49
C15H26O8 wB97M-V/def2-TZVPD
O 0.816 -4.430 2.345
C -0.031 -3.443 2.039
C 0.542 -1.874 1.968
C -0.333 -0.808 2.538
C -1.816 -1.289 3.142
O -2.381 -0.781 4.240
C -2.537 -2.523 2.274
C -4.160 -2.554 1.986
O -4.340 -1.891 0.651
O -4.056 -0.617 0.759
C -1.643 -3.616 1.722
H 1.596 -1.654 1.481
H -0.018 0.319 2.548
H -4.539 -3.654 1.850
H -4.773 -1.911 2.749
H -3.112 -0.440 0.465
H -2.076 -4.521 1.095
C 1.514 -1.161 -4.267
O 2.736 -1.814 -3.944
C 3.439 -1.155 -2.887
C 3.257 -1.891 -1.555
O 1.902 -1.811 -1.100
C 1.181 -3.013 -1.346
H 0.929 -1.827 -4.910
H 0.921 -0.936 -3.374
H 1.721 -0.240 -4.817
H 3.129 -0.107 -2.804
H 4.502 -1.170 -3.153
H 3.877 -1.401 -0.796
H 3.584 -2.934 -1.633
H 1.497 -3.784 -0.636
H 1.322 -3.372 -2.368
H 0.117 -2.811 -1.192
C -0.230 3.452 2.313
O -0.105 2.738 1.088
C -1.152 3.058 0.167
C -0.664 4.031 -0.912
O -0.363 5.315 -0.354
C 1.036 5.511 -0.183
H 0.704 3.337 2.873
H -0.405 4.520 2.149
H -1.045 3.029 2.905
H -2.028 3.458 0.691
H -1.449 2.121 -0.316
H -1.470 4.181 -1.639
H 0.201 3.624 -1.448
H 1.505 5.694 -1.155
H 1.513 4.655 0.302
H 1.183 6.393 0.448
```

How positive or negative is each atom? The natural (NBO) charges in e answer that: O -0.52; C 0.51; C -0.25; C -0.28; C 0.51; O -0.51; C -0.07; C -0.14; O -0.27; O -0.43; C -0.27; H 0.28; H 0.27; H 0.22; H 0.23; H 0.45; H 0.26; C -0.26; O -0.55; C -0.09; C -0.09; O -0.56; C -0.26; H 0.19; H 0.18; H 0.17; H 0.18; H 0.19; H 0.18; H 0.18; H 0.18; H 0.19; H 0.19; C -0.26; O -0.56; C -0.09; C -0.09; O -0.55; C -0.26; H 0.19; H 0.19; H 0.17; H 0.18; H 0.18; H 0.19; H 0.18; H 0.17; H 0.18; H 0.19


2.
C4H11MnNO3S | wB97M-V/def2-TZVPD

Values from the calculation:
total charge: +2
LUMO energy (alpha / beta): -9.305 / -12.178 eV
E: -54088.0931 eV
frontier orbital gap (alpha / beta): 7.2 / 3.0 eV
<S²>: 8.78
2S+1: 6

Structure (XYZ):
```
21
C4H11MnNO3S wB97M-V/def2-TZVPD
N -2.841 1.510 0.801
C -1.847 0.618 0.027
C -0.494 1.515 -0.244
C 0.787 0.649 -0.810
C 1.625 -0.114 0.418
O 0.877 -1.321 0.799
S 1.683 -2.756 0.359
O 2.477 -2.625 -0.962
O 0.437 -3.909 -0.012
H -3.112 1.052 1.709
H -3.690 1.692 0.214
H -1.672 -0.329 0.695
H -2.361 0.314 -1.007
H -0.772 2.317 -1.062
H -0.272 2.089 0.771
H 0.520 -0.123 -1.649
H 1.557 1.442 -1.257
H 1.611 0.620 1.357
H 2.754 -0.286 0.163
H -0.288 -3.783 0.682
Mn 3.020 1.428 -0.991
```

How positive or negative is each atom? The natural (NBO) charges in e answer that: N -0.43; C -0.28; C -0.43; C -0.37; C -0.15; O -0.71; S 1.67; O -0.86; O -0.81; H 0.42; H 0.42; H 0.26; H 0.27; H 0.27; H 0.26; H 0.30; H 0.03; H 0.24; H 0.16; H 0.50; Mn 1.22


3.
C4H13N2S2 | wB97M-V/def2-TZVPD

Values from the calculation:
SMILES: CNC[C@H]([NH3+])CSS
total charge: +1
LUMO energy: -3.317 eV
E: -29002.3374 eV
frontier orbital gap: 9.5 eV
ΔE to the lowest compared entry with this formula, charge and spin: 148.5 kJ/mol

Structure (XYZ):
```
21
C4H13N2S2 wB97M-V/def2-TZVPD
C 2.019 -0.044 -1.457
N 0.657 -0.300 -1.901
C -0.058 -1.222 -0.983
C -0.786 -0.380 0.089
N -1.195 0.906 -0.565
C 0.013 0.032 1.356
S -0.914 1.349 2.282
S -0.861 0.874 4.274
H 2.011 0.893 -0.861
H 2.540 -0.757 -0.812
H 2.647 0.383 -2.290
H 0.801 -0.717 -2.823
H -0.754 -1.849 -1.552
H 0.471 -2.091 -0.549
H -1.712 -0.928 0.399
H -0.432 1.623 -0.593
H -1.899 1.383 0.046
H -1.617 0.772 -1.479
H 0.940 0.506 0.992
H 0.227 -0.885 1.945
H -2.097 0.452 4.483
```

How positive or negative is each atom? The natural (NBO) charges in e answer that: C -0.45; N -0.66; C -0.27; C -0.06; N -0.69; C -0.55; S 0.02; S -0.03; H 0.17; H 0.21; H 0.24; H 0.39; H 0.23; H 0.22; H 0.24; H 0.45; H 0.45; H 0.46; H 0.23; H 0.27; H 0.14